1.
Computed, not measured: a cluster of 13 separate species, C33H102O43P10 in total, with wB97M-V/def2-TZVPD.

```
188
Properties=species:S:1:pos:R:3
C -9.898 1.137 -16.940
O -8.628 0.974 -16.313
P -8.251 -0.355 -15.390
O -9.488 -1.177 -15.017
O -7.159 -1.201 -16.272
C -6.032 -0.540 -16.840
O -7.401 0.329 -14.179
C -7.868 0.402 -12.849
H -9.774 0.696 -17.929
H -10.074 2.207 -17.050
H -10.725 0.698 -16.381
H -5.906 0.484 -16.488
H -6.238 -0.489 -17.909
H -5.109 -1.073 -16.610
H -8.311 1.392 -12.746
H -7.042 0.230 -12.159
H -8.649 -0.324 -12.621
C -6.984 -5.450 -17.775
O -8.436 -5.189 -17.533
P -9.265 -6.450 -16.872
O -10.660 -6.201 -16.429
O -8.234 -6.994 -15.752
C -7.909 -6.160 -14.629
O -9.210 -7.535 -18.112
C -9.706 -7.297 -19.400
H -6.505 -4.518 -17.475
H -6.944 -5.539 -18.860
H -6.546 -6.339 -17.320
H -8.581 -6.300 -13.783
H -7.876 -5.117 -14.944
H -6.910 -6.445 -14.297
H -9.907 -8.213 -19.954
H -8.968 -6.641 -19.862
H -10.628 -6.724 -19.297
C -2.951 -4.045 -17.039
O -2.645 -4.370 -18.378
P -1.064 -4.390 -18.884
O -0.272 -3.237 -18.453
O -1.127 -4.709 -20.474
C -0.952 -3.706 -21.473
O -0.513 -5.816 -18.354
C 0.745 -6.286 -18.831
H -2.172 -4.186 -16.289
H -3.818 -4.589 -16.662
H -3.262 -3.001 -16.999
H -1.757 -3.476 -22.170
H -0.183 -4.180 -22.083
H -0.566 -2.757 -21.100
H 0.816 -7.276 -19.281
H 1.496 -6.314 -18.041
H 1.202 -5.673 -19.608
C -3.823 1.775 -22.194
O -3.538 1.984 -20.841
P -4.519 1.181 -19.777
O -5.762 0.629 -20.369
O -3.556 0.127 -19.017
C -3.394 -1.237 -19.577
O -4.766 2.311 -18.596
C -3.653 3.101 -18.131
H -2.888 1.536 -22.701
H -4.126 2.681 -22.719
H -4.430 0.897 -22.417
H -2.462 -1.329 -20.134
H -4.115 -1.487 -20.355
H -3.283 -2.035 -18.843
H -2.702 2.841 -18.595
H -3.566 3.065 -17.045
H -3.819 4.142 -18.408
C -3.880 -6.595 -13.982
O -4.692 -6.948 -15.111
P -4.510 -8.417 -15.919
O -5.187 -8.510 -17.219
O -2.896 -8.682 -16.005
C -2.177 -7.853 -16.879
O -4.954 -9.543 -14.853
C -6.329 -9.775 -14.565
H -3.423 -5.625 -14.179
H -3.143 -7.374 -13.786
H -4.445 -6.479 -13.057
H -1.387 -7.348 -16.324
H -2.670 -7.115 -17.512
H -1.719 -8.564 -17.567
H -6.369 -9.720 -13.477
H -6.673 -10.777 -14.820
H -7.018 -9.052 -15.001
C 4.934 -13.470 -18.014
O 3.990 -13.303 -19.009
P 2.448 -13.028 -18.683
O 1.686 -14.082 -17.958
O 2.486 -11.582 -17.988
C 2.925 -10.425 -18.642
O 1.906 -12.683 -20.218
C 0.510 -12.501 -20.339
H 5.766 -12.792 -18.205
H 5.296 -14.497 -18.056
H 4.545 -13.129 -17.055
H 3.444 -10.682 -19.566
H 3.606 -9.918 -17.959
H 2.096 -9.731 -18.780
H 0.202 -12.965 -21.277
H 0.302 -11.465 -20.606
H -0.180 -12.840 -19.567
C 0.143 -2.081 -12.654
O -0.763 -0.993 -12.938
P -2.231 -1.340 -13.413
O -2.977 -2.304 -12.587
O -2.899 0.140 -13.550
C -3.633 0.737 -12.470
O -2.004 -1.701 -14.979
C -1.405 -0.771 -15.782
H 1.016 -2.024 -13.304
H -0.239 -3.101 -12.704
H 0.575 -1.884 -11.673
H -3.007 1.432 -11.909
H -4.055 -0.023 -11.813
H -4.502 1.216 -12.920
H -2.147 -0.364 -16.469
H -0.652 -1.350 -16.316
H -0.896 0.029 -15.244
C 1.241 -2.140 -24.629
O 0.597 -3.436 -24.646
P 1.540 -4.756 -24.744
O 0.752 -6.019 -24.571
O 2.203 -4.454 -26.186
C 1.454 -4.730 -27.362
O 2.719 -4.485 -23.657
C 2.493 -4.959 -22.331
H 2.330 -2.131 -24.676
H 0.985 -1.635 -23.697
H 0.742 -1.662 -25.473
H 0.377 -4.716 -27.195
H 1.673 -5.754 -27.663
H 1.759 -4.084 -28.186
H 3.266 -5.621 -21.942
H 1.495 -5.385 -22.227
H 2.504 -4.090 -21.673
C -1.304 -7.326 -22.880
O -2.225 -8.303 -22.355
P -2.143 -8.953 -20.883
O -0.776 -9.369 -20.497
O -2.860 -7.782 -20.010
C -4.133 -7.162 -20.357
O -3.248 -10.154 -20.851
C -3.367 -10.927 -19.633
H -0.605 -7.863 -23.520
H -0.717 -6.868 -22.084
H -1.803 -6.548 -23.459
H -4.917 -7.862 -20.069
H -4.308 -6.957 -21.413
H -4.254 -6.250 -19.771
H -2.958 -11.922 -19.813
H -4.433 -11.034 -19.434
H -2.836 -10.518 -18.773
C -1.666 -1.527 -27.008
O -2.825 -2.262 -27.405
P -2.641 -3.766 -27.995
O -1.728 -3.878 -29.172
O -4.174 -4.294 -28.287
C -4.939 -3.684 -29.266
O -2.178 -4.673 -26.715
C -2.888 -4.640 -25.472
H -1.739 -1.329 -25.939
H -1.573 -0.587 -27.551
H -0.716 -2.050 -27.113
H -5.957 -3.575 -28.892
H -4.979 -4.292 -30.170
H -4.464 -2.757 -29.585
H -2.181 -4.334 -24.700
H -3.166 -5.661 -25.213
H -3.798 -4.040 -25.451
C 4.529 -5.787 -19.500
O 3.848 -7.049 -19.555
H 5.099 -5.717 -18.573
H 5.187 -5.618 -20.352
H 3.689 -5.092 -19.476
H 4.469 -7.766 -19.701
C 1.936 -3.754 -15.820
O 3.100 -3.207 -16.373
H 1.248 -2.909 -15.799
H 1.549 -4.472 -16.543
H 2.130 -4.140 -14.820
H 2.849 -2.707 -17.153
C 2.613 -1.695 -19.608
O 1.897 -1.654 -18.434
H 3.428 -0.972 -19.607
H 3.233 -2.591 -19.650
H 2.108 -1.550 -20.563
H 1.025 -2.010 -18.618
```

- molar mass (u) = 1496.9
- largest force on an atom (eV/A) = 4.121
- energy relative to the best compared isomer or geometry (same formula, charge and spin) (kJ/mol) = 0.0
- HOMO-LUMO gap (eV) = 9.6
- LUMO level (eV) = -0.293
- highest occupied orbital energy (Ha) = -0.3650
- 2S+1 = 1


2.
Computed, not measured: the molecule CH4N2O2, with wB97M-V/def2-TZVPD.

```
9
Properties=species:S:1:pos:R:3
O 1.510 1.279 -1.001
N 0.757 0.634 -0.070
C -0.106 -0.168 -0.485
N -0.691 -0.993 0.534
O -0.777 -0.086 1.675
H 1.289 1.070 -1.952
H -0.272 -0.382 -1.519
H -1.692 -1.197 0.437
H -0.019 -0.157 2.382
```

- molar mass (u) = 76.1
- SMILES = O/N=C/NO
- largest force on an atom (eV/A) = 3.234
- energy relative to the best compared isomer or geometry (same formula, charge and spin) (kJ/mol) = 388.1
- HOMO-LUMO gap (eV) = 10.1
- LUMO level (eV) = 0.884
- highest occupied orbital energy (Ha) = -0.3374
- 2S+1 = 1


3.
Computed, not measured: the ion C7H10NO with charge +1, with wB97M-V/def2-TZVPD.

```
19
Properties=species:S:1:pos:R:3
C 2.185 0.854 0.649
C 3.136 0.178 0.122
C 1.117 1.781 -0.054
C -0.066 -1.584 -0.784
C 0.147 -0.367 -0.558
C -0.405 -2.557 0.225
C -1.322 1.488 -0.357
N -0.006 0.844 -0.274
O 3.988 -0.433 -0.317
H 2.125 0.719 1.671
H 0.841 2.665 0.621
H 1.379 2.355 -1.009
H 0.294 -2.202 -1.644
H -1.319 -3.042 -0.186
H -0.666 -2.239 1.195
H 0.247 -3.424 0.215
H -1.575 1.654 0.756
H -2.076 0.995 -0.885
H -1.083 2.461 -0.860
```

- molar mass (u) = 124.2
- net charge = +1
- largest force on an atom (eV/A) = 8.472
- energy relative to the best compared isomer or geometry (same formula, charge and spin) (kJ/mol) = 162.4
- HOMO-LUMO gap (spin up / spin down) (eV) = 7.6 / 5.2
- LUMO level (spin up / spin down) (eV) = -3.295 / -8.093
- highest occupied orbital energy (spin up / spin down) (Ha) = -0.3988 / -0.4891
- 2S+1 = 3


4.
Computed, not measured: the molecule C8H9NOS, with wB97M-V/def2-TZVPD.

```
20
Properties=species:S:1:pos:R:3
C 2.261 -1.455 -2.728
S 1.153 -0.081 -3.124
C 0.780 0.534 -1.468
C -0.214 -0.330 -0.699
O -0.569 -1.395 -1.106
C -0.690 0.195 0.622
C -1.549 -0.599 1.386
C -2.008 -0.054 2.603
C -1.504 1.183 2.979
N -0.683 1.916 2.256
C -0.316 1.464 1.057
H 1.680 -2.276 -2.371
H 2.987 -1.168 -1.961
H 2.819 -1.831 -3.673
H 0.304 1.520 -1.679
H 1.663 0.762 -0.849
H -1.925 -1.549 1.008
H -2.672 -0.566 3.308
H -1.864 1.611 3.949
H 0.348 2.118 0.488
```

- molar mass (u) = 167.2
- SMILES = CSCC(=O)c1cccnc1
- largest force on an atom (eV/A) = 2.028
- energy relative to the best compared isomer or geometry (same formula, charge and spin) (kJ/mol) = 93.0
- HOMO-LUMO gap (eV) = 8.7
- LUMO level (eV) = 0.031
- highest occupied orbital energy (Ha) = -0.3203
- 2S+1 = 1


5.
Computed, not measured: a cluster of 2 separate species, C2H3N2O2P in total, with wB97M-V/def2-TZVPD.

```
10
Properties=species:S:1:pos:R:3
C -1.645 -1.465 0.029
C 2.418 0.015 -0.142
N -1.941 -0.407 0.473
N -0.190 1.135 0.194
O -1.171 -2.471 -0.259
O 3.458 -0.230 0.312
P 1.286 1.297 -0.469
H -2.742 0.144 0.373
H -0.389 1.371 1.163
H 0.916 0.612 -1.672
```

- molar mass (u) = 118.0
- largest force on an atom (eV/A) = 4.937
- energy relative to the best compared isomer or geometry (same formula, charge and spin) (kJ/mol) = 388.6
- HOMO-LUMO gap (spin up / spin down) (eV) = 7.3 / 7.3
- LUMO level (spin up / spin down) (eV) = -0.692 / -0.690
- highest occupied orbital energy (spin up / spin down) (Ha) = -0.2949 / -0.2949
- 2S+1 = 1


6.
Computed, not measured: a structure of composition F8KN4O16S8, with wB97M-V/def2-TZVPD.

```
37
Properties=species:S:1:pos:R:3
K -0.284 0.754 -0.462
N -2.058 1.092 -2.455
S -3.497 1.667 -2.170
O -4.666 1.061 -2.692
O -3.466 3.086 -1.957
F -3.480 1.116 -0.653
S -1.553 1.864 -3.842
O -0.498 2.777 -3.579
O -2.500 2.148 -4.871
F -0.757 0.586 -4.338
N -0.912 -3.978 -1.274
S 0.452 -3.913 -2.140
O 1.382 -4.977 -2.007
O 0.921 -2.594 -2.397
F -0.262 -4.250 -3.555
S -0.464 -3.485 0.192
O -0.576 -2.092 0.423
O 0.581 -4.236 0.794
F -1.712 -4.074 1.019
N 0.316 0.605 4.774
S -1.214 0.752 5.312
O -1.739 -0.455 5.867
O -2.076 1.645 4.616
F -0.839 1.562 6.654
S 0.173 -0.396 3.541
O -0.570 0.187 2.456
O -0.092 -1.771 3.792
F 1.665 -0.383 3.055
N 2.306 1.728 -1.078
S 2.907 2.906 -0.094
O 3.501 3.959 -0.836
O 3.382 2.571 1.193
F 1.467 3.521 0.290
S 3.399 0.629 -0.826
O 3.121 -0.083 0.367
O 4.749 0.894 -1.210
F 2.892 -0.422 -1.909
```

- molar mass (u) = 759.6
- net charge = -3
- largest force on an atom (eV/A) = 4.212
- energy relative to the best compared isomer or geometry (same formula, charge and spin) (kJ/mol) = 7.4
- HOMO-LUMO gap (eV) = 8.7
- LUMO level (eV) = 6.043
- highest occupied orbital energy (Ha) = -0.0970
- 2S+1 = 1


7.
Computed, not measured: the ion C8H8N with charge +1, with wB97M-V/def2-TZVPD.

```
17
Properties=species:S:1:pos:R:3
C 2.292 1.208 -0.052
C 1.139 1.587 0.154
C -0.317 1.663 0.294
C -0.722 0.428 -0.457
C -1.355 -0.732 0.242
C -0.006 -1.016 -0.355
C 1.217 -1.161 0.445
N 2.452 -1.070 -0.012
C 3.142 0.012 -0.160
H -0.404 1.605 1.325
H -0.885 2.639 -0.037
H -0.921 0.736 -1.412
H -2.097 -1.314 -0.257
H -1.251 -0.530 1.344
H 0.265 -1.598 -1.322
H 1.006 -1.357 1.484
H 4.149 0.136 -0.397
```

- molar mass (u) = 118.2
- net charge = +1
- SMILES = C1#CC[C@@H]2C[C@@H]2C=[N+]=C1
- largest force on an atom (eV/A) = 3.583
- energy relative to the best compared isomer or geometry (same formula, charge and spin) (kJ/mol) = 236.9
- HOMO-LUMO gap (eV) = 8.5
- LUMO level (eV) = -5.831
- highest occupied orbital energy (Ha) = -0.5258
- 2S+1 = 1


8.
Computed, not measured: the molecule C4H5N3S2, with wB97M-V/def2-TZVPD.

```
14
Properties=species:S:1:pos:R:3
C -1.275 2.321 -0.933
S -0.743 0.908 -2.039
N 0.158 0.192 -0.870
C 0.927 -0.801 -1.061
N 1.796 -1.238 -0.151
C 1.652 -1.479 1.072
N 0.628 -1.342 1.947
C -0.581 -1.428 2.071
S -2.072 -1.299 2.480
H -1.578 1.821 0.100
H -2.142 2.639 -1.328
H -0.403 2.875 -0.830
H 1.020 -1.349 -2.161
H 2.613 -1.823 1.703
```

- molar mass (u) = 159.2
- SMILES = CS/N=C/N=C\N=C=S
- largest force on an atom (eV/A) = 5.834
- energy relative to the best compared isomer or geometry (same formula, charge and spin) (kJ/mol) = 45.2
- HOMO-LUMO gap (eV) = 7.7
- LUMO level (eV) = -0.468
- highest occupied orbital energy (Ha) = -0.2991
- 2S+1 = 1